No. 1
15
Properties=species:S:1:pos:R:3:forces:R:3:mulliken_charge:R:1 method="wB97M-V/def2-TZVPD" orbital_gap_ev=9.79 homo_energy_ev=-9.45
C -2.155948 -0.298325 -0.140946 1.4 3.5 -2.4 -0.2939
C -0.933649 0.754660 0.054786 0.8 3.1 -3.1 0.4006
C 2.312337 -0.089705 -0.069686 0.6 -3.2 -2.4 0.0351
H -0.827088 -2.046012 -0.321609 -4.1 1.5 1.7 0.2988
H -2.150142 -1.796971 1.327927 1.6 -0.2 -5.2 0.3022
H -2.244947 0.012785 -1.330229 -0.7 -1.0 2.9 0.2505
H -2.979507 -0.003108 0.554597 0.4 0.1 -1.3 0.3105
H 0.286567 -0.841296 1.004164 -1.1 3.3 -1.4 0.3725
H 1.301276 1.754792 0.497717 0.6 1.0 -0.5 0.3132
H 3.315906 0.303014 -0.178154 0.1 0.6 0.4 0.3847
N -1.926894 -1.679792 0.028806 2.6 -2.3 4.1 -0.6733
N 0.211387 0.200617 0.589023 -5.4 -3.9 1.6 0.0705
N 1.379917 0.776527 0.659892 4.2 -2.5 -2.1 -0.5739
O -0.919015 1.967063 -0.584390 0.2 -6.2 4.0 -0.6847
O 2.207843 -1.300119 -0.611034 -1.2 6.3 3.7 -0.5129

No. 2
15
Properties=species:S:1:pos:R:3:forces:R:3:mulliken_charge:R:1 method="wB97M-V/def2-TZVPD" orbital_gap_ev=9.11 smiles="[H]/N=C(/NC)OC(N)=O" homo_energy_ev=-8.59
H -0.066168 2.192441 -0.045804 -0.6 -0.3 0.1 0.2540
N 0.587786 1.435830 -0.098589 -1.0 0.3 -0.5 -0.6417
C 0.219334 0.225166 -0.182748 10.1 0.8 0.6 0.6306
N 1.411083 -0.616634 -0.250638 -4.4 -4.3 1.0 -0.2779
C 2.602601 -0.069780 0.294757 0.6 0.9 -5.4 -0.8732
O -0.773348 -0.558693 -0.033535 -2.3 -2.4 -0.6 -0.2953
C -1.866642 0.123677 -0.039246 -6.2 -1.1 2.0 0.5292
N -3.045962 -0.624926 0.209759 -1.5 -3.7 -3.5 -0.5595
O -1.999745 1.287561 0.053525 0.3 2.8 -0.8 -0.5157
H 1.238612 -1.733137 -0.102552 0.3 3.9 -0.2 0.2445
H 3.266763 -0.886018 0.318519 1.2 -0.7 0.8 0.3640
H 2.850459 0.466064 -0.719781 1.1 0.2 2.5 0.2515
H 2.515191 0.629810 1.079889 -0.1 0.4 1.1 0.2903
H -3.074496 -1.727649 -0.173245 0.5 3.9 1.4 0.2753
H -3.865467 -0.143705 -0.310310 1.9 -0.9 1.5 0.3241

No. 3
15
Properties=species:S:1:pos:R:3:forces:R:3:mulliken_charge:R:1 method="wB97M-V/def2-TZVPD" orbital_gap_ev=8.04 homo_energy_ev=-8.75
C 1.246551 -0.475957 -0.064899 -4.4 3.4 -2.1 0.7670
C -0.041275 -1.287189 -0.235039 -2.2 -4.3 -0.8 -0.4380
C -2.641443 0.906709 0.218616 0.4 3.3 1.6 -0.2262
H 3.267112 0.814106 -0.432145 -3.1 1.4 2.0 0.3349
H 0.131435 1.141725 -0.351566 -1.0 0.1 -0.7 0.2304
H 2.375160 -1.649890 0.645662 0.5 1.7 1.0 0.2219
H -0.274131 -1.884709 0.746676 0.5 1.6 -1.5 0.2827
H -0.169122 -2.207241 -1.017821 1.3 2.4 1.4 0.2982
H -3.163149 1.387529 1.073582 0.3 -0.8 -0.2 0.2775
H -2.811095 1.842079 -0.674987 1.0 -4.0 1.5 0.2372
N 1.044508 0.806975 -0.584048 -0.4 0.1 1.2 -0.1635
N 2.265120 -0.573671 0.634442 3.3 -4.6 0.2 -0.6831
N -1.786826 -0.014843 0.607608 -3.0 2.1 -3.6 -0.3972
O 1.833449 1.732924 0.053796 3.7 -1.5 -2.0 -0.5625
O -1.276291 -0.538545 -0.619878 3.1 -0.8 1.8 -0.1793

No. 4
15
Properties=species:S:1:pos:R:3:forces:R:3:mulliken_charge:R:1 method="wB97M-V/def2-TZVPD" orbital_gap_ev=10.01 homo_energy_ev=-9.42
C 1.879033 0.146356 0.161568 -6.1 0.4 1.5 0.1478
C -0.272080 1.170869 0.052252 1.0 -0.6 -4.1 -0.2625
C -1.548099 0.367676 -0.111913 -1.9 5.2 1.1 0.5164
H 2.978043 -1.429483 -0.751434 -0.9 2.7 1.1 0.2519
H 3.555030 -0.840286 0.615220 2.2 -0.1 3.2 0.2333
H 1.661218 0.325583 1.512922 0.9 0.2 -4.3 0.0778
H -0.551633 2.141883 -0.445623 0.7 -1.0 -0.2 0.2611
H 0.077029 1.543529 1.002093 -0.2 -0.9 0.7 0.3278
H -0.840127 -1.406801 -0.767893 -1.4 -0.1 0.8 0.3086
H -3.551209 -0.479848 -0.377112 2.5 -2.5 2.2 0.4086
N 2.904004 -0.616508 -0.024557 1.4 -3.8 -4.8 -0.2968
N 0.900359 0.285669 -0.769398 0.8 2.6 5.4 -0.6579
N -1.545008 -0.923356 -0.169204 -2.6 -2.3 0.9 -0.1311
O -2.645385 1.021583 -0.106193 2.3 -0.9 0.0 -0.7368
O -3.001173 -1.306860 0.179279 1.1 1.2 -3.6 -0.4482

No. 5
15
Properties=species:S:1:pos:R:3:forces:R:3:mulliken_charge:R:1 method="wB97M-V/def2-TZVPD" orbital_gap_ev=9.40 smiles="CC(=O)N/N=C/NO" homo_energy_ev=-8.59
C 3.007340 0.022874 0.072037 1.4 -1.9 -3.0 -0.8723
C 1.599356 0.356099 -0.030439 -6.2 -1.4 0.6 0.5751
O 1.083014 1.429328 -0.157998 1.3 1.7 -0.6 -0.5436
N 0.609883 -0.698026 0.273366 0.5 0.1 -0.4 -0.1945
N -0.751467 -0.914508 -0.254321 -0.9 5.2 2.8 -0.4952
C -1.651375 -0.044877 0.302134 2.0 -2.4 0.5 0.1717
N -2.981722 -0.426584 0.021115 1.1 0.3 -1.3 -0.2705
O -3.723505 0.839321 0.119030 -0.5 -1.0 -2.4 -0.3994
H 3.444585 0.478806 -0.859067 0.0 -0.3 1.1 0.2778
H 3.270478 0.556388 0.905885 1.5 1.3 2.0 0.2532
H 3.387611 -1.056346 0.129717 -1.1 1.5 0.0 0.3023
H 1.040976 -1.501504 -0.036757 1.1 -2.5 -0.2 0.2753
H -1.572837 0.838812 1.229078 0.2 -2.8 -3.2 0.2576
H -2.988359 -1.107498 -0.908475 -0.5 2.8 2.7 0.3261
H -3.773978 1.227718 -0.805304 0.2 -0.6 1.5 0.3365

No. 6
15
Properties=species:S:1:pos:R:3:forces:R:3:mulliken_charge:R:1 method="wB97M-V/def2-TZVPD" orbital_gap_ev=10.31 homo_energy_ev=-9.58
H 0.299973 -1.678648 -3.106103 -1.0 0.5 1.6 0.2349
N -0.107567 -1.168925 -2.265219 -0.3 -1.1 -4.0 -0.6355
C 0.615369 -1.282816 -1.277095 1.9 1.9 3.4 0.5937
N 1.714168 -2.035513 -0.926388 1.7 -4.5 1.8 -0.5681
O 0.506384 -0.373146 -0.241905 -1.0 2.9 -0.7 -0.3515
C -0.176120 0.951152 -0.558517 -2.7 -2.1 2.0 -0.1684
O -0.322819 1.598984 0.760733 0.3 0.1 -0.7 -0.0674
N -1.257946 1.047294 1.602905 -0.6 -0.7 3.5 -0.4176
C -1.224976 1.378026 2.907655 2.9 2.0 -5.8 -0.3242
H 1.526914 -3.220424 -1.054555 1.0 4.9 0.7 0.2996
H 2.314328 -1.690489 0.029680 -2.8 -1.6 -3.7 0.3120
H -1.163415 0.688292 -1.119676 1.6 0.5 1.5 0.2577
H 0.295112 1.755235 -1.099678 1.2 -0.5 -0.3 0.2744
H -1.883600 0.967268 3.566702 -2.0 -1.4 1.1 0.3180
H -0.584055 2.193906 3.321676 -0.1 -0.8 -0.6 0.2424

No. 7
15
Properties=species:S:1:pos:R:3:forces:R:3:mulliken_charge:R:1 method="wB97M-V/def2-TZVPD" orbital_gap_ev="10.07 / 5.18" s_squared=0.761 homo_energy_ev="-14.30 / -14.28" charge=+1 multiplicity=2
O -0.496929 0.823253 1.884944 0.3 0.5 -0.7 -0.5700
C -0.138060 -0.256561 1.471292 -0.6 -1.1 1.1 0.7651
N -0.569760 -1.406010 2.077392 0.1 1.4 -0.3 -0.3908
C 0.760442 -0.433892 0.268345 0.8 -0.5 0.2 -0.8693
N -0.004035 -0.539362 -0.962106 -1.2 1.5 -0.5 -0.0593
C -0.386705 0.582488 -1.588679 2.2 -1.8 -0.4 0.6010
N 0.420436 1.721772 -1.550921 -0.8 0.5 0.1 -0.3119
O -1.218182 0.589022 -2.503121 -0.6 0.8 -0.2 -0.2629
H -1.118266 -1.162838 2.898028 0.0 -0.8 -0.1 0.2769
H -0.266128 -2.335385 1.842050 0.0 0.0 0.3 0.2107
H 1.437624 -1.283136 0.395118 -0.4 -0.2 -0.3 0.3893
H 1.433805 0.413372 0.188556 -0.1 0.2 0.0 0.3229
H -0.639917 -1.294446 -1.206901 0.3 -0.4 0.6 0.2805
H 0.297453 2.366827 -0.777254 -0.1 0.0 0.4 0.3064
H 0.488217 2.214899 -2.436745 0.0 -0.1 -0.2 0.3115

No. 8
16
Properties=species:S:1:pos:R:3:forces:R:3:mulliken_charge:R:1 method="wB97M-V/def2-TZVPD" orbital_gap_ev=10.96 smiles="N=P(O)(O)n1cc[nH+]c1" homo_energy_ev=-14.24 charge=+1
N -0.211753 -0.827951 2.333324 -0.4 0.4 -0.3 -0.6340
P -0.906482 -0.826415 0.984335 -0.1 -0.4 -0.3 0.6857
O -2.335941 -0.228364 0.673569 0.2 0.1 0.2 -0.4783
O -0.990152 -2.163842 0.139178 0.1 0.1 0.4 -0.5294
N 0.110780 0.053886 -0.160350 0.5 0.2 0.2 0.0925
C 1.017889 1.042543 0.204095 -0.4 0.1 0.7 -0.2000
C 1.579822 1.518588 -0.912648 0.4 0.0 -0.6 -0.4354
N 1.055751 0.770197 -1.957189 0.1 0.3 0.0 -0.0176
C 0.175284 -0.092104 -1.480839 -0.3 -0.3 -0.1 0.0079
H -0.740792 -0.571936 3.157723 0.2 -0.2 0.1 0.2607
H -2.574548 0.544999 1.206748 -0.1 -0.1 -0.1 0.3593
H -0.568338 -2.893548 0.622213 -0.1 0.0 -0.1 0.3643
H 1.173898 1.312604 1.237583 -0.1 -0.1 -0.1 0.4875
H 2.315957 2.293765 -1.056154 -0.1 -0.1 0.0 0.3947
H 1.298114 0.868803 -2.932977 0.0 0.0 0.0 0.2197
H -0.399489 -0.801225 -2.058610 0.1 0.1 0.1 0.4224

No. 9
17
Properties=species:S:1:pos:R:3:forces:R:3:mulliken_charge:R:1 method="wB97M-V/def2-TZVPD" orbital_gap_ev=9.65 smiles="N[C@H](CN(O)N=O)C(=O)O" homo_energy_ev=-10.00
N -1.302634 -1.287347 0.350406 0.2 -5.3 -0.2 -0.6691
C -0.818747 -0.197917 -0.450666 -2.2 0.7 -0.1 -0.1978
C 0.585397 -0.310912 -0.951318 -6.9 -0.9 -9.8 -0.5524
N 1.450629 -0.033649 -0.122579 9.6 3.0 10.0 0.6119
O 2.477522 0.984540 -0.598679 -1.0 -1.0 1.1 -0.5010
N 1.413484 -0.359048 1.184962 5.7 4.2 -1.5 0.0187
O 2.437411 0.285026 1.701866 -3.7 -2.7 0.5 -0.5843
C -1.273127 1.111930 0.284267 0.1 1.3 0.7 0.3740
O -0.817862 2.245810 0.113179 -1.2 -2.8 0.3 -0.5803
O -2.380167 0.763848 1.003298 1.7 -0.4 0.3 -0.5719
H -1.959497 -1.927148 -0.398534 2.9 1.5 3.4 0.3153
H -0.429411 -1.845033 0.954007 -3.5 1.8 -2.7 0.3595
H -1.626440 -0.040689 -1.230358 1.4 -0.6 -0.1 0.4413
H 0.616452 0.630941 -1.518654 -0.2 -0.3 -1.2 0.3802
H 0.859054 -1.172035 -1.702876 -0.9 1.2 1.3 0.2749
H 2.971737 1.453673 0.170856 -1.7 -1.9 -0.8 0.3811
H -2.203795 -0.301982 1.210825 -0.3 2.3 -1.2 0.4998

No. 10
15
Properties=species:S:1:pos:R:3:forces:R:3:mulliken_charge:R:1 method="wB97M-V/def2-TZVPD" orbital_gap_ev=9.37 homo_energy_ev=-8.79
H -3.237697 0.501095 1.514656 0.8 0.4 0.3 0.2505
N -2.408803 1.122250 1.504350 0.1 -0.2 -0.6 -0.7773
C -1.443493 0.564049 0.877563 -1.0 -1.1 0.4 0.6180
C -1.471073 -0.935686 0.480245 -2.6 1.9 -1.6 -0.6103
O -0.557670 -1.716933 1.125342 0.7 -0.6 0.1 -0.4988
N -0.299098 1.257880 0.548126 0.1 0.2 0.7 -0.2841
N 0.808749 0.539756 0.146354 0.1 0.6 -1.6 -0.1461
C 1.111123 0.525696 -1.193875 -1.0 0.7 1.8 -0.1346
S 2.182754 -0.458851 -1.822053 1.0 -0.9 -0.9 -0.3297
H -1.317138 -1.003198 -0.602864 0.1 -0.2 0.2 0.2950
H -2.569674 -1.180102 0.655774 1.3 -0.4 -0.1 0.3216
H -0.786578 -1.636516 2.038271 0.1 -0.3 1.2 0.3446
H -0.067757 1.997682 1.192104 -0.1 0.3 0.0 0.2760
H 1.111299 -0.244916 0.676478 0.2 -0.6 0.6 0.3214
H 0.519550 1.279472 -1.699723 0.0 0.1 -0.4 0.3538

No. 11
15
Properties=species:S:1:pos:R:3:forces:R:3:mulliken_charge:R:1 method="wB97M-V/def2-TZVPD" orbital_gap_ev="7.66 / 7.46" homo_energy_ev="-8.33 / -8.26"
C 0.108093 -1.006094 0.077345 -1.9 -0.2 3.6 0.5484
C 0.996859 1.865504 -1.832136 -2.7 -0.5 0.6 -0.7252
C -0.567288 -0.408232 1.589159 2.7 0.3 -2.3 -0.3173
N -0.030368 -0.446386 -1.029566 0.5 2.0 -0.9 -0.5632
N -0.663689 0.978026 1.460013 1.8 -0.1 -0.1 -0.7453
N 0.622408 -2.230267 0.235255 1.1 -2.0 -0.3 -0.4110
O -1.739848 1.448951 -1.599404 1.8 0.6 0.5 -0.5299
S -0.383487 1.278886 -1.021200 0.1 -2.8 -0.1 0.6449
H 0.798614 2.873420 -2.052456 0.2 1.3 -0.6 0.3033
H 1.964492 1.537695 -1.552514 0.5 -0.4 0.4 0.2973
H -1.455790 -0.960379 1.740821 -1.1 -0.7 0.0 0.3379
H 0.222589 -0.728776 2.290147 -0.3 0.3 -0.1 0.3526
H -1.567443 1.252614 1.207069 -1.9 0.4 -0.3 0.3194
H 0.595671 -2.846257 1.094357 -0.1 1.7 -1.6 0.2217
H 1.099188 -2.608705 -0.606891 -0.7 0.1 1.1 0.2663

No. 12
15
Properties=species:S:1:pos:R:3:forces:R:3:mulliken_charge:R:1 method="wB97M-V/def2-TZVPD" orbital_gap_ev=8.48 smiles="NCC(=S)N/C=N/O" homo_energy_ev=-8.07
N -2.162156 -0.957796 0.144274 -0.3 -0.3 1.2 -0.6367
C -1.951687 0.467170 -0.125742 0.1 -0.3 1.4 -0.3560
C -0.469348 0.822272 -0.035865 0.9 0.3 -0.1 0.0883
S 0.016195 2.418159 0.052294 -0.4 -1.4 0.0 -0.2663
N 0.311549 -0.307153 -0.096837 -0.7 -1.4 0.0 -0.1246
C 1.693889 -0.498635 -0.037204 0.7 2.4 -0.7 -0.2040
N 2.507845 0.493610 0.011322 0.2 -0.3 0.5 -0.1963
O 3.849509 0.029096 0.074953 0.0 0.4 -0.3 -0.4332
H -3.036544 -1.281983 -0.245286 0.0 0.0 -0.1 0.2245
H -2.220699 -1.116375 1.172163 0.0 0.1 -1.1 0.2058
H -2.520773 1.120156 0.558742 0.4 -0.1 -0.3 0.3051
H -2.294789 0.674809 -1.107844 -0.2 0.3 -1.0 0.2936
H -0.235468 -1.227457 -0.159109 0.6 2.0 0.1 0.3688
H 2.088636 -1.467749 -0.230709 -0.1 -1.0 0.3 0.3765
H 4.423846 0.831880 0.024852 -1.1 -0.8 0.1 0.3548